Entry 1:
23
Properties=species:S:1:pos:R:3 method="wB97M-V/def2-TZVPD" multiplicity=2 homo_energy_ev="-20.533 / -20.557" total_charge=+2 energy_ev=-7950.638 gap_ha="0.4996 / 0.2479"
C 2.1819 0.4443 -1.3285
C 1.0208 0.5455 -0.3337
C 0.0207 -0.5694 -0.6694
C -1.1123 -1.0480 0.2978
C -0.7191 -1.8818 1.5442
C -1.8912 0.1425 0.9323
N 0.4482 1.9858 -0.5104
H 2.9606 -0.1720 -0.8724
H 2.5593 1.4135 -1.6321
H 1.8452 -0.0358 -2.2464
H 1.2931 0.5087 0.7216
H -0.3268 -0.4642 -1.7047
H 0.6495 -1.4701 -0.7126
H -1.6985 -1.7187 -0.3200
H 0.2469 -1.5005 1.9212
H -1.3234 -1.7493 2.4709
H -0.8928 -2.9379 1.3165
H -1.3062 0.8986 1.4556
H -2.6730 -0.1987 1.6080
H -2.3906 0.6085 0.0615
H 1.2125 2.6275 -0.2818
H -0.3470 2.2051 0.0947
H 0.1040 2.0589 -1.4697


Entry 2:
24
Properties=species:S:1:pos:R:3 method="wB97M-V/def2-TZVPD" multiplicity=2 homo_energy_ev="1.377 / -4.840" total_charge=-1 energy_ev=-9459.912 gap_ha="0.0975 / 0.3205"
C -1.2009 1.2249 1.3010
C 0.0309 0.5445 0.6620
C 0.6557 1.4837 -0.4035
C 2.0073 0.9217 -0.8200
C -0.2966 1.6507 -1.5916
N -0.3727 -0.7171 0.0348
C 0.1314 -1.9495 0.5813
N -0.7460 -3.1034 0.3696
H -2.1047 0.9330 0.7555
H -1.3272 0.8687 2.3181
H -1.1770 2.3043 1.2913
H 0.7861 0.2673 1.4003
H 0.7818 2.3912 0.1899
H 2.2426 1.1227 -1.8632
H 2.0413 -0.1680 -0.7419
H 2.8366 1.3016 -0.2195
H -0.0688 0.8762 -2.3197
H -1.3592 1.5585 -1.3522
H -0.1304 2.6523 -2.0006
H -1.3262 -0.7363 -0.2854
H 1.1056 -2.2274 0.1567
H 0.2717 -1.8766 1.6678
H -0.6046 -3.4854 -0.5638
H -1.7226 -2.8222 0.3563